[1]
# C6H6NO3PS2

A single C6H6NO3PS2 molecule in a non-equilibrium geometry (ωB97M-V with the def2-TZVPD basis set, OMol25).

Cartesian coordinates (Å):
C -0.4577 1.1738 2.2816
C 0.6616 1.6291 1.6354
C -1.3993 0.1894 1.8852
C 1.1561 1.3435 0.2740
C -1.1375 -0.6491 0.9237
C 0.5749 0.3830 -0.4756
N -1.6894 -1.6535 0.2177
O -1.6870 -1.7369 -0.9480
O -2.2577 -2.4265 0.9676
O 2.3125 0.0460 -2.5445
P 1.0006 -0.6657 -1.8499
S 1.3483 -2.5306 -1.3996
S -0.3939 -0.1662 -3.3537
H -0.5926 1.8574 3.1466
H 1.2097 2.3530 2.2547
H -2.4126 0.0856 2.3001
H 1.7775 2.0930 -0.2357
H 3.0556 -0.1140 -1.8984
H -1.0693 -1.2114 -3.1813

Forces on the atoms, in the same order (eV/Å):
1.6 2.2 0.3
-0.2 0.0 0.1
-1.7 -0.3 0.2
-1.7 -0.4 -0.4
5.4 3.2 -2.8
-1.3 -1.2 3.2
-2.1 -0.9 2.4
0.4 0.1 -3.6
-0.7 -1.4 0.9
0.1 -0.2 1.6
0.5 -0.6 -0.9
-0.3 1.0 -0.1
1.9 2.2 -0.2
-0.6 -1.3 -0.2
0.0 -0.2 -0.7
0.5 0.2 0.5
0.3 -0.5 0.4
-0.7 0.2 -1.0
-1.5 -2.3 0.5

DFT total energy	-1650.1921	hartree


[2]
# C6H6NS

A gas-phase ion, C6H6NS (charge -1) in a non-equilibrium geometry (ωB97M-V with the def2-TZVPD basis set, OMol25).

Cartesian coordinates (Å):
C -1.0054 0.5763 1.1941
C -1.7601 0.3782 0.0461
C 0.3860 0.2303 0.7976
C 0.2750 -0.1597 -0.6338
C 1.4264 0.1231 1.6315
C 1.1925 -0.4760 -1.6179
N -1.0365 0.0330 -1.0356
S -1.7313 -0.1840 -2.5780
H -1.2498 0.5904 2.2482
H -2.9478 0.3883 -0.1305
H 2.4747 -0.0763 1.2785
H 1.1056 0.4695 2.6394
H 0.7370 -0.9703 -2.5929
H 2.1338 -0.9229 -1.2467

Forces on the atoms, in the same order (eV/Å):
0.5 -0.8 -1.2
-2.9 0.3 1.3
-1.1 -0.6 -0.3
1.2 0.5 -2.9
0.3 0.7 0.1
-0.9 -2.4 0.4
-0.2 0.0 1.1
-0.2 -0.2 -0.8
-0.5 0.3 -0.3
3.0 0.2 0.6
-1.3 0.1 0.8
1.3 -0.5 -0.4
1.0 1.6 2.0
-0.2 0.7 -0.4

charge	-1
SMILES	C=c1ccn([S-])c1=C
DFT total energy	-685.1203	hartree


[3]
# C6H6NS

A gas-phase ion, C6H6NS (charge +1) in a non-equilibrium geometry (ωB97M-V with the def2-TZVPD basis set, OMol25).

Cartesian coordinates (Å):
C 1.2595 0.5934 -1.2851
C 0.3812 -0.0417 -0.3615
C -0.2300 -1.1497 -0.9136
C 0.0841 -1.3264 -2.3582
C -1.1705 0.5632 1.6222
C 0.3119 0.2297 1.1367
N -0.7713 -2.0504 -1.6373
S 1.2019 -0.3082 -2.9494
H 1.9594 1.3240 -1.1281
H -1.4522 1.5863 1.2733
H -1.4422 0.5405 2.6773
H -1.8361 -0.1960 1.0564
H 0.6380 -0.7264 1.5456
H 1.0663 0.9617 1.3216

Forces on the atoms, in the same order (eV/Å):
-3.3 -4.6 -0.3
2.3 2.1 0.5
0.9 1.6 -2.5
0.3 0.3 1.1
-0.2 -0.3 -2.3
-1.4 -0.3 -0.2
-1.9 -2.8 -0.6
-0.2 1.1 1.6
1.4 2.0 0.5
0.2 -0.8 0.1
0.7 -0.4 0.0
0.7 1.3 1.1
0.1 0.1 0.5
0.2 0.6 0.7

charge	+1
DFT total energy	-684.7171	hartree


[4]
# C6H6O

2 unconnected molecules or ions with the total composition C6H6O in a non-equilibrium geometry (ωB97M-V with the def2-TZVPD basis set, OMol25).

Cartesian coordinates (Å):
C -0.5695 -2.3917 -1.6960
C -0.3573 -1.4352 -1.0045
C -0.1610 -0.1763 -0.3540
C 0.6109 0.9033 -0.5003
C 0.7980 1.5092 0.8657
O -0.0329 0.7174 1.7289
C -0.4769 -0.4030 1.0361
H -0.6416 -3.4322 -1.8475
H 1.1508 1.2425 -1.3717
H 1.8336 1.4343 1.2262
H 0.5082 2.5610 0.9713
H -1.4192 -0.7402 1.4502
H -0.1029 -1.8357 0.5053

Forces on the atoms, in the same order (eV/Å):
0.0 -1.0 0.0
-0.1 1.6 -1.5
-0.1 0.4 -0.2
-0.1 0.0 -0.1
0.1 -0.1 0.2
0.4 -0.8 0.3
-0.1 -1.0 -0.1
-0.2 -0.4 -0.6
0.0 -0.2 0.0
0.0 0.0 -0.2
-0.2 -0.2 -0.1
-0.3 0.2 -0.4
0.6 1.5 2.8

DFT total energy	-307.2327	hartree


> Which of these has the lowest DFT total energy?

C6H6NO3PS2


Repeat the third record exactly.
# C6H6NS

A gas-phase ion, C6H6NS (charge +1) in a non-equilibrium geometry (ωB97M-V with the def2-TZVPD basis set, OMol25).

Cartesian coordinates (Å):
C 1.2595 0.5934 -1.2851
C 0.3812 -0.0417 -0.3615
C -0.2300 -1.1497 -0.9136
C 0.0841 -1.3264 -2.3582
C -1.1705 0.5632 1.6222
C 0.3119 0.2297 1.1367
N -0.7713 -2.0504 -1.6373
S 1.2019 -0.3082 -2.9494
H 1.9594 1.3240 -1.1281
H -1.4522 1.5863 1.2733
H -1.4422 0.5405 2.6773
H -1.8361 -0.1960 1.0564
H 0.6380 -0.7264 1.5456
H 1.0663 0.9617 1.3216

Forces on the atoms, in the same order (eV/Å):
-3.3 -4.6 -0.3
2.3 2.1 0.5
0.9 1.6 -2.5
0.3 0.3 1.1
-0.2 -0.3 -2.3
-1.4 -0.3 -0.2
-1.9 -2.8 -0.6
-0.2 1.1 1.6
1.4 2.0 0.5
0.2 -0.8 0.1
0.7 -0.4 0.0
0.7 1.3 1.1
0.1 0.1 0.5
0.2 0.6 0.7

charge	+1
DFT total energy	-684.7171	hartree


> Look up the DFT total energy of the third one.

-684.7171 hartree